[1]
The following is a DFT calculation (wB97M-V/def2-TZVPD) of the molecule C15H21NO5S.

Positions of all 43 atoms, in Å:
1 C -6.467 0.134 -0.242
2 C -5.052 -0.358 -0.447
3 S -3.930 0.772 0.434
4 O -4.212 0.674 1.836
5 O -4.003 2.057 -0.202
6 N -2.453 0.089 0.109
7 C -1.800 -0.719 1.110
8 C -1.022 -1.842 0.426
9 C -0.044 -1.260 -0.601
10 C 1.100 -0.546 0.105
11 O 1.398 -0.697 1.258
12 O 1.752 0.268 -0.740
13 C 2.914 0.884 -0.275
14 C 2.961 2.260 -0.188
15 C 4.119 2.884 0.247
16 C 5.213 2.118 0.603
17 C 5.171 0.736 0.515
18 C 4.023 0.095 0.067
19 O 3.876 -1.245 -0.094
20 C 4.917 -2.089 0.337
21 C -0.782 -0.341 -1.581
22 C -1.545 0.733 -0.807
23 H -6.556 1.146 -0.628
24 H -7.187 -0.507 -0.747
25 H -6.691 0.153 0.822
26 H -4.749 -0.335 -1.489
27 H -4.887 -1.344 -0.023
28 H -2.573 -1.111 1.770
29 H -1.111 -0.112 1.712
30 H -0.470 -2.405 1.178
31 H -1.716 -2.512 -0.083
32 H 0.427 -2.077 -1.161
33 H 2.087 2.831 -0.460
34 H 4.158 3.960 0.315
35 H 6.116 2.595 0.953
36 H 6.040 0.164 0.797
37 H 4.561 -3.103 0.164
38 H 5.123 -1.954 1.402
39 H 5.832 -1.922 -0.240
40 H -1.490 -0.938 -2.158
41 H -0.076 0.126 -2.267
42 H -2.139 1.363 -1.467
43 H -0.835 1.373 -0.263

## Properties
* SMILES: CCS(=O)(=O)N1CCC(C(=O)Oc2ccccc2OC)CC1
* E_LUMO: 0.68 eV
* energy above the lowest of the compared OMol25 structures with the same formula, charge and spin: 0.382 eV
* Kohn-Sham gap: 9.43 eV
* energy: -38458.390 eV

[2]
The following is a DFT calculation (wB97M-V/def2-TZVPD) of a structure of composition C10H6Cl4N2O5Ru.

Positions of all 28 atoms, in Å:
1 Ru 0.263 0.817 -1.002
2 N 1.341 -0.131 -2.583
3 C 1.013 -1.585 -2.496
4 C -0.511 -1.688 -2.373
5 O -1.139 -2.403 -3.136
6 N -0.992 -0.879 -1.400
7 C -2.339 -0.387 -1.579
8 C -2.273 1.013 -2.204
9 O -3.213 1.584 -2.670
10 O -1.040 1.582 -2.143
11 H 1.009 0.251 -3.465
12 H 2.344 0.025 -2.546
13 H 1.501 -1.988 -1.610
14 H 1.340 -2.126 -3.380
15 H -2.852 -0.287 -0.620
16 H -2.939 -1.032 -2.218
17 Cl -0.358 1.173 5.768
18 C 0.211 0.885 4.183
19 C 1.381 0.081 3.991
20 Cl 2.182 -0.556 5.353
21 C 1.865 -0.188 2.728
22 Cl 3.258 -1.154 2.475
23 C 1.202 0.328 1.604
24 O 1.574 0.102 0.393
25 C 0.023 1.163 1.791
26 O -0.548 1.603 0.748
27 C -0.452 1.415 3.110
28 Cl -1.849 2.381 3.281

## Properties
* 2S+1: 5
* E_LUMO (alpha / beta): -0.10 / -3.22 eV
* expectation value of S²: 6.029
* energy above the lowest of the compared OMol25 structures with the same formula, charge and spin: 0.000 eV
* Kohn-Sham gap (alpha / beta): 7.93 / 5.80 eV
* energy: -76355.548 eV

[3]
The following is a DFT calculation (wB97M-V/def2-TZVPD) of the ion C5H10N3 with charge +1.

Positions of all 18 atoms, in Å:
1 C 0.751 -0.870 0.260
2 C -0.563 -0.469 0.230
3 C 1.761 0.151 0.122
4 C -1.567 -1.548 -0.029
5 C -1.774 1.577 -0.332
6 N 1.310 1.344 -0.127
7 N -0.875 0.828 0.470
8 N 3.023 -0.282 0.226
9 H 0.977 -1.892 0.219
10 H -1.609 -2.014 -0.990
11 H -1.486 -2.282 0.747
12 H -2.628 -1.088 -0.005
13 H -1.410 1.708 -1.329
14 H -2.633 0.887 -0.780
15 H -1.925 2.508 0.141
16 H 1.615 2.281 0.073
17 H 3.168 -1.151 0.581
18 H 3.866 0.311 0.523

## Properties
* E_LUMO (alpha / beta): -6.53 / -6.51 eV
* net charge: +1
* energy above the lowest of the compared OMol25 structures with the same formula, charge and spin: 4.942 eV
* Kohn-Sham gap (alpha / beta): 7.22 / 7.27 eV
* energy: -9806.806 eV

[4]
The following is a DFT calculation (wB97M-V/def2-TZVPD) of a cluster of 2 separate species, C9H18O5S in total.

Positions of all 33 atoms, in Å:
1 C 0.785 2.408 -0.016
2 C 3.199 0.010 -0.533
3 C 2.937 0.209 1.921
4 C -3.633 -0.320 0.183
5 C 2.392 -0.343 0.679
6 C -2.336 -1.024 -0.272
7 C -1.349 0.030 -0.982
8 C 0.110 -0.400 -0.824
9 C 0.928 -0.193 0.543
10 O -3.470 0.682 1.177
11 O -2.668 -2.044 -1.213
12 O -1.623 0.074 -2.326
13 O 0.329 -1.806 -1.131
14 O 0.212 -0.161 1.541
15 S -0.328 2.872 1.154
16 H 0.691 3.088 -0.872
17 H 4.319 -0.014 -0.327
18 H 3.154 -0.765 -1.247
19 H 2.863 0.884 -0.990
20 H 3.246 1.236 1.616
21 H 3.872 -0.267 2.140
22 H 2.241 0.412 2.779
23 H -4.132 0.138 -0.715
24 H -4.440 -1.009 0.690
25 H 2.460 -1.556 0.615
26 H -1.825 -1.389 0.698
27 H -1.487 0.923 -0.380
28 H 0.650 0.161 -1.564
29 H -2.813 0.458 1.851
30 H -2.722 -1.724 -2.048
31 H -0.882 -0.108 -2.816
32 H -0.534 -2.308 -1.481
33 H -0.146 1.845 2.152

## Properties
* E_LUMO: -0.73 eV
* energy above the lowest of the compared OMol25 structures with the same formula, charge and spin: 4.539 eV
* Kohn-Sham gap: 8.56 eV
* energy: -30692.063 eV

[5]
The following is a DFT calculation (wB97M-V/def2-TZVPD) of a structure of composition C27H27CrN14O3S2.

Positions of all 74 atoms, in Å:
1 Cr 0.512 -0.103 0.191
2 N -2.468 0.470 -1.636
3 C -1.303 0.935 -2.183
4 N -1.247 1.680 -3.275
5 N 0.067 1.940 -3.429
6 N 0.756 1.383 -2.500
7 N -0.092 0.718 -1.670
8 C -2.557 -0.253 -0.469
9 N -3.711 -0.654 0.025
10 N -3.367 -1.333 1.144
11 N -2.098 -1.334 1.311
12 N -1.524 -0.643 0.286
13 H -3.330 0.745 -2.071
14 S 2.905 0.014 0.209
15 C 3.095 1.725 0.238
16 N 4.223 2.305 0.063
17 N 4.210 3.708 0.001
18 C 3.744 4.360 -1.149
19 C 4.012 5.730 -1.274
20 C 3.533 6.450 -2.352
21 C 2.774 5.829 -3.339
22 C 2.524 4.469 -3.229
23 C 3.007 3.733 -2.155
24 N 1.942 2.576 0.477
25 N 0.858 1.995 0.491
26 C -0.279 2.867 0.632
27 C -0.289 4.103 -0.001
28 C -1.423 4.892 0.107
29 C -2.516 4.452 0.842
30 C -2.486 3.216 1.474
31 C -1.365 2.407 1.366
32 H 5.125 4.035 0.266
33 H 4.579 6.228 -0.495
34 H 3.745 7.511 -2.416
35 H 2.384 6.395 -4.175
36 H 1.929 3.952 -3.973
37 H 2.786 2.676 -2.124
38 H 0.563 4.411 -0.592
39 H -1.460 5.849 -0.398
40 H -3.401 5.071 0.912
41 H -3.338 2.868 2.042
42 H -1.311 1.447 1.862
43 N 0.759 -1.905 -0.851
44 C 0.863 -3.247 -0.278
45 C 0.620 -4.348 -1.085
46 C 0.773 -5.629 -0.575
47 C 1.178 -5.812 0.737
48 C 1.397 -4.703 1.543
49 C 1.237 -3.417 1.045
50 S 1.456 -7.469 1.388
51 O 0.757 -7.479 2.664
52 O 0.889 -8.356 0.380
53 O 2.907 -7.553 1.507
54 H -0.015 -1.867 -1.507
55 H 1.601 -1.722 -1.397
56 H 0.314 -4.203 -2.117
57 H 0.584 -6.501 -1.188
58 H 1.686 -4.853 2.576
59 H 1.387 -2.554 1.684
60 C -1.002 -0.250 5.318
61 C 0.426 -0.591 4.868
62 C 1.434 0.259 5.652
63 C 0.699 -2.080 5.126
64 C 0.547 -0.336 3.427
65 C 0.565 -0.218 2.220
66 H -1.126 -0.471 6.383
67 H -1.725 -0.831 4.746
68 H -1.212 0.809 5.155
69 H 1.351 0.051 6.723
70 H 1.252 1.322 5.488
71 H 2.452 0.036 5.330
72 H 0.591 -2.305 6.191
73 H 1.711 -2.343 4.814
74 H 0.001 -2.699 4.562

## Properties
* 2S+1: 4
* E_LUMO (alpha / beta): 3.20 / 3.12 eV
* expectation value of S²: 3.794
* net charge: -2
* energy above the lowest of the compared OMol25 structures with the same formula, charge and spin: 0.688 eV
* Kohn-Sham gap (alpha / beta): 6.80 / 6.75 eV
* energy: -105533.703 eV

[6]
The following is a DFT calculation (wB97M-V/def2-TZVPD) of a structure of composition C29H30FN6O2SSeV.

Positions of all 71 atoms, in Å:
1 V 0.169 -0.389 -0.073
2 C 2.373 3.167 0.590
3 C 1.931 3.271 -0.869
4 C 2.564 2.145 -1.695
5 C 0.438 3.357 -1.177
6 C 0.089 4.233 -2.204
7 C -1.206 4.324 -2.682
8 C -2.180 3.510 -2.132
9 C -1.890 2.623 -1.099
10 C -3.049 1.766 -0.595
11 C -3.622 2.232 0.746
12 C -2.801 0.254 -0.566
13 C -0.571 2.557 -0.597
14 N -0.272 1.607 0.403
15 C -0.414 1.949 1.706
16 C -0.703 3.225 2.232
17 C -0.817 3.435 3.598
18 C -0.651 2.403 4.513
19 C -0.374 1.125 4.030
20 C -0.271 0.948 2.679
21 F -0.034 -0.329 2.190
22 H 3.443 3.382 0.648
23 H 2.218 2.168 0.990
24 H 1.849 3.882 1.226
25 H 2.344 4.212 -1.248
26 H 2.153 1.178 -1.404
27 H 3.642 2.101 -1.523
28 H 2.390 2.298 -2.764
29 H 0.866 4.850 -2.644
30 H -1.450 5.010 -3.483
31 H -3.195 3.554 -2.515
32 H -3.838 1.924 -1.337
33 H -2.954 1.994 1.573
34 H -4.577 1.733 0.931
35 H -3.790 3.311 0.751
36 H -2.255 -0.053 0.330
37 H -2.282 -0.089 -1.462
38 H -3.751 -0.280 -0.510
39 H -0.843 4.048 1.541
40 H -1.038 4.435 3.954
41 H -0.737 2.579 5.576
42 H -0.245 0.275 4.687
43 N 2.903 -7.049 2.438
44 C 1.946 -6.204 1.875
45 C 1.969 -4.834 2.145
46 C 1.051 -3.990 1.555
47 C 0.107 -4.504 0.673
48 C 0.081 -5.858 0.385
49 C 0.990 -6.708 0.993
50 S -1.007 -3.406 -0.135
51 O -1.641 -2.610 0.897
52 O -1.856 -4.171 -1.009
53 N 0.014 -2.421 -0.894
54 C -0.122 -1.957 -2.157
55 N -0.404 -2.688 -3.242
56 C -0.458 -2.025 -4.387
57 C -0.230 -0.659 -4.512
58 C 0.060 0.023 -3.347
59 N 0.111 -0.613 -2.185
60 H 3.350 -6.695 3.267
61 H 2.624 -8.012 2.531
62 H 2.725 -4.428 2.807
63 H 1.077 -2.928 1.762
64 H -0.654 -6.234 -0.314
65 H 0.975 -7.768 0.768
66 H -0.691 -2.622 -5.264
67 H -0.282 -0.157 -5.467
68 H 0.239 1.092 -3.322
69 Se 4.996 -1.122 0.965
70 C 3.290 -0.800 0.563
71 N 2.177 -0.577 0.300

## Properties
* 2S+1: 4
* E_LUMO (alpha / beta): 2.64 / 2.64 eV
* expectation value of S²: 3.759
* net charge: -1
* energy above the lowest of the compared OMol25 structures with the same formula, charge and spin: 0.079 eV
* Kohn-Sham gap (alpha / beta): 6.69 / 7.38 eV
* energy: -148186.817 eV